Entry from the Open Molecules 2025 dataset: C42H106N6O14S3 as an isolated structure (wB97M-V/def2-TZVPD).

Atoms and positions in Å:
C: 2.500 1.341 3.971
C: 3.469 1.599 2.810
C: 3.547 0.500 1.761
O: 2.834 2.770 2.243
H: 2.933 0.622 4.667
H: 1.483 0.989 3.803
H: 2.279 2.159 4.657
H: 4.470 1.761 3.212
H: 4.226 -0.296 2.067
H: 3.947 0.946 0.851
H: 2.647 -0.058 1.499
H: 1.996 2.413 1.938
C: -1.606 2.224 1.227
C: -0.493 2.878 2.117
C: -0.750 2.848 3.655
O: 0.804 2.493 1.666
H: -1.907 1.299 1.721
H: -1.360 2.028 0.184
H: -2.413 2.955 1.183
H: -0.493 3.906 1.757
H: -0.248 3.610 4.250
H: -0.424 1.840 3.910
H: -1.795 2.991 3.931
H: 0.972 3.005 0.872
C: -3.108 2.750 -0.514
C: -2.975 1.185 -0.744
C: -4.380 0.667 -1.301
O: -4.758 1.315 -2.522
C: -6.033 1.029 -3.114
N: -1.930 0.881 -1.662
H: -2.102 3.160 -0.424
H: -3.733 3.034 0.333
H: -3.553 3.290 -1.350
H: -2.703 0.617 0.145
H: -5.214 0.597 -0.603
H: -4.217 -0.385 -1.537
H: -6.232 1.959 -3.647
H: -6.746 0.922 -2.296
H: -5.898 0.179 -3.782
H: -1.106 1.463 -1.703
H: -2.253 0.952 -2.617
C: 3.777 -1.498 -5.169
C: 2.290 -1.566 -4.982
C: 1.835 -0.607 -3.853
O: 2.573 -0.706 -2.587
C: 2.357 -1.781 -1.688
N: 1.629 -1.252 -6.225
H: 4.371 -1.288 -4.280
H: 4.238 -0.829 -5.895
H: 4.209 -2.471 -5.404
H: 2.314 -2.612 -4.677
H: 0.766 -0.505 -3.665
H: 2.124 0.396 -4.168
H: 1.332 -1.812 -1.319
H: 3.023 -1.627 -0.838
H: 2.762 -2.684 -2.143
H: 2.326 -1.569 -6.884
H: 1.723 -0.253 -6.344
C: -1.782 -3.264 -1.101
C: -2.270 -2.613 -2.321
C: -1.230 -2.475 -3.449
O: -1.666 -1.630 -4.539
C: -0.623 -1.254 -5.542
N: -3.438 -3.282 -2.863
H: -2.659 -3.396 -0.467
H: -0.916 -2.845 -0.589
H: -1.641 -4.294 -1.428
H: -2.646 -1.662 -1.942
H: -0.818 -3.435 -3.761
H: -0.384 -1.976 -2.975
H: -0.245 -2.117 -6.090
H: 0.212 -0.688 -5.130
H: -1.085 -0.526 -6.210
H: -4.016 -2.549 -3.251
H: -3.218 -3.915 -3.618
C: -0.300 -4.014 0.045
C: 0.761 -3.267 0.872
C: 1.397 -4.007 2.112
O: 2.510 -3.258 2.493
C: 2.210 -2.358 3.500
N: 1.783 -2.846 -0.042
H: -0.636 -3.525 -0.869
H: -1.241 -4.287 0.523
H: 0.247 -4.929 -0.180
H: 0.237 -2.386 1.244
H: 1.688 -5.024 1.849
H: 0.727 -4.136 2.961
H: 1.197 -1.961 3.564
H: 2.867 -1.496 3.617
H: 2.321 -2.948 4.409
H: 2.355 -3.551 -0.485
H: 2.450 -2.463 0.613
C: 0.860 -0.426 4.687
C: -0.203 -0.347 3.630
C: -1.620 -0.072 4.145
O: -2.180 -1.020 5.130
C: -3.421 -0.814 5.513
N: 0.235 0.661 2.678
H: 0.742 0.356 5.436
H: 1.831 -0.509 4.199
H: 0.615 -1.324 5.256
H: -0.178 -1.274 3.057
H: -2.237 0.211 3.292
H: -1.592 0.912 4.614
H: -4.056 -0.954 4.638
H: -3.608 0.236 5.739
H: -3.912 -1.418 6.276
H: 0.002 1.631 2.836
H: -0.114 0.607 1.732
C: -0.244 5.426 0.768
C: -0.918 4.269 -0.024
C: -1.288 4.414 -1.519
O: -2.317 5.260 -1.864
C: -1.965 6.597 -2.266
N: 0.089 3.238 0.198
H: 0.670 5.742 0.263
H: -0.041 5.307 1.832
H: -0.723 6.403 0.692
H: -1.831 3.954 0.481
H: -1.503 3.438 -1.954
H: -0.444 4.738 -2.127
H: -2.763 7.264 -1.941
H: -1.836 6.660 -3.347
H: -1.125 6.968 -1.678
H: 0.849 3.537 -0.397
H: -0.334 2.483 -0.324
C: 4.663 1.520 -3.285
C: 3.461 1.950 -2.456
C: 3.844 2.277 -0.991
S: 5.209 1.033 -0.734
O: 4.695 0.052 0.237
O: 6.406 1.749 -0.388
C: 5.196 0.403 -2.424
H: 5.279 2.388 -3.524
H: 4.218 0.994 -4.130
H: 2.702 1.173 -2.550
H: 2.866 2.771 -2.855
H: 3.031 2.106 -0.285
H: 4.178 3.304 -0.845
H: 4.539 -0.459 -2.537
H: 6.208 0.162 -2.749
C: -1.018 -4.476 3.121
C: -2.362 -4.708 2.336
C: -2.696 -3.405 1.564
S: -2.256 -2.031 2.675
O: -3.528 -1.745 3.422
O: -1.550 -0.979 1.886
C: -1.108 -3.058 3.713
H: -0.212 -4.840 2.484
H: -1.026 -5.152 3.977
H: -3.210 -4.901 2.993
H: -2.336 -5.469 1.556
H: -3.698 -3.145 1.224
H: -2.000 -3.346 0.727
H: -1.450 -2.892 4.735
H: -0.169 -2.506 3.699
C: 0.260 -0.703 0.876
C: -0.791 -0.998 -0.235
C: -0.115 -0.427 -1.556
S: 0.612 1.221 -1.004
O: -0.351 2.238 -1.333
O: 1.969 1.097 -1.601
C: 0.524 0.813 0.780
H: 1.161 -1.247 0.592
H: -0.039 -1.088 1.851
H: -1.682 -0.393 -0.069
H: -1.182 -2.001 -0.066
H: -0.808 -0.199 -2.366
H: 0.761 -0.949 -1.941
H: -0.467 1.229 0.961
H: 1.362 1.089 1.420

## Properties
Frontier orbital gap = 7.549 eV

These are the Löwdin partial charges, in e, on atoms 1 to 99: C -0.091; C -0.333; C -0.100; O -0.052; H 0.078; H 0.016; H 0.095; H 0.140; H 0.103; H -0.025; H 0.086; H -0.103; C -0.094; C -0.289; C 0.039; O -0.218; H 0.120; H 0.063; H 0.095; H 0.086; H 0.109; H 0.044; H 0.108; H -0.056; C -0.083; C -0.296; C -0.141; O -0.216; C -0.071; N -0.040; H -0.013; H 0.117; H 0.105; H 0.103; H 0.120; H 0.096; H 0.088; H 0.084; H 0.084; H -0.137; H 0.124; C -0.071; C -0.393; C -0.116; O -0.274; C -0.147; N -0.023; H 0.062; H 0.090; H 0.086; H 0.143; H 0.082; H 0.136; H 0.057; H 0.113; H 0.121; H 0.092; H 0.102; C -0.232; C -0.370; C -0.161; O -0.168; C -0.072; N 0.068; H 0.116; H 0.014; H 0.153; H 0.123; H 0.137; H 0.077; H 0.087; H 0.024; H 0.095; H 0.068; H 0.076; C -0.115; C -0.315; C -0.178; O -0.137; C -0.107; N -0.051; H -0.068; H 0.053; H 0.128; H 0.088; H 0.141; H 0.052; H 0.028; H 0.095; H 0.124; H 0.124; H 0.097; C -0.108; C -0.377; C -0.136; O -0.207; C -0.201; N -0.055; H 0.125